1.
Here is a cluster of 20 separate species, C43H73Cl38N5S3 in total from OMol25. Energies are from wB97M-V/def2-TZVPD.

Element x y z (Å)
C -4.51 6.08 0.41
C -4.54 4.87 -0.74
C -5.07 3.51 0.06
C -4.99 2.15 -0.91
N -4.90 0.86 -0.12
C -3.91 -0.12 -0.71
C -3.11 -1.04 0.44
C -1.77 -1.77 -0.24
C -0.56 -1.97 0.89
C 0.81 -1.16 0.51
C 1.34 -1.82 -0.93
N 1.83 -2.31 -2.03
C 0.44 0.41 0.17
C -0.60 1.26 1.09
C -1.09 2.82 0.82
C -0.39 3.43 -0.57
C 0.63 2.43 -1.33
N 1.04 1.02 -1.05
C 2.05 -1.36 1.57
S 2.93 -2.97 1.06
C 3.14 -0.10 1.41
N 4.20 0.68 1.35
C 1.61 -1.46 3.15
C 2.87 -2.07 4.06
C 4.09 -1.17 4.68
N 2.88 -3.44 4.38
C -6.25 0.24 0.15
S -6.58 -1.46 0.17
S -7.78 1.34 0.49
C -7.83 1.85 2.29
C -6.37 1.90 3.04
C -6.69 1.91 4.69
H -4.31 5.57 1.45
H -3.59 6.80 0.20
H -5.51 6.72 0.41
H -5.32 5.24 -1.56
H -3.48 4.74 -1.23
H -6.20 3.75 0.34
H -4.50 3.38 1.07
H -5.97 2.18 -1.60
H -4.09 2.34 -1.64
H -4.37 -0.81 -1.57
H -3.03 0.48 -1.25
H -2.83 -0.41 1.40
H -3.80 -1.94 0.81
H -1.40 -1.20 -1.20
H -2.04 -2.87 -0.61
H -0.31 -3.12 1.02
H -0.92 -1.55 1.95
H -1.06 0.70 2.03
H -1.85 3.41 1.50
H -0.63 4.53 -0.95
H 1.14 2.91 -2.31
H 4.30 -2.68 0.77
H 0.70 -2.17 3.37
H 1.35 -0.41 3.65
H 3.72 -0.70 5.68
H 4.96 -1.94 4.99
H 4.58 -0.42 3.93
H 2.05 -3.91 3.95
H -8.25 2.97 2.31
H -8.62 1.24 2.95
H -5.76 2.88 2.83
H -5.74 0.94 2.85
H -7.51 2.73 4.88
H -5.70 2.06 5.31
H -7.12 0.83 4.92
C -0.92 -5.06 4.30
Cl 0.58 -5.24 3.38
Cl -1.28 -3.36 4.61
H -1.74 -5.50 3.73
H -0.82 -5.59 5.25
C 7.86 -0.34 1.07
Cl 8.25 -1.91 1.79
Cl 8.70 -0.13 -0.47
H 6.79 -0.28 0.90
H 8.17 0.45 1.76
C -0.19 4.06 -4.83
Cl 0.62 5.60 -4.56
Cl -1.71 3.98 -3.94
H -0.40 3.94 -5.90
H 0.46 3.25 -4.49
C 5.60 -3.91 -1.86
Cl 6.51 -5.30 -1.25
Cl 6.56 -2.43 -1.76
H 5.33 -4.09 -2.90
H 4.69 -3.78 -1.26
C 4.33 -8.48 -1.73
Cl 3.61 -8.88 -3.30
Cl 3.25 -8.92 -0.41
H 5.27 -9.02 -1.62
H 4.52 -7.40 -1.69
C -4.23 0.73 -5.20
Cl -4.45 0.74 -3.44
Cl -2.80 1.67 -5.66
H -4.11 -0.30 -5.54
H -5.11 1.18 -5.67
C 8.38 -9.65 -1.24
Cl 7.59 -8.10 -0.94
Cl 8.02 -10.81 0.03
H 8.03 -10.04 -2.20
H 9.47 -9.49 -1.28
C -11.39 2.19 1.14
Cl -10.27 3.29 0.34
Cl -11.22 2.29 2.90
H -12.41 2.46 0.87
H -11.18 1.17 0.82
C 1.19 -0.67 7.20
Cl 1.59 -1.99 6.10
Cl -0.31 0.12 6.72
H 1.07 -1.08 8.21
H 2.00 0.06 7.19
C 11.15 2.15 -2.40
Cl 10.83 2.11 -4.14
Cl 11.68 3.76 -1.89
H 10.24 1.89 -1.87
H 11.94 1.43 -2.17
C -14.02 -0.53 2.53
Cl -12.52 -0.71 1.61
Cl -14.37 1.17 2.84
H -14.84 -0.97 1.95
H -13.91 -1.05 3.48
C -5.14 5.75 4.29
Cl -3.97 4.61 3.62
Cl -4.89 5.97 6.03
H -5.02 6.72 3.79
H -6.15 5.37 4.12
C 7.88 -11.76 -4.71
Cl 8.69 -10.22 -4.45
Cl 6.36 -11.84 -3.82
H 7.67 -11.88 -5.78
H 8.53 -12.57 -4.37
C 8.80 3.80 0.47
Cl 8.01 5.35 0.78
Cl 8.44 2.63 1.75
H 8.45 3.40 -0.49
H 9.88 3.96 0.43
C -1.10 8.78 -6.11
Cl -0.28 10.32 -5.85
Cl -2.62 8.70 -5.22
H -1.30 8.66 -7.18
H -0.44 7.97 -5.77
C -8.71 7.34 1.27
Cl -7.80 5.96 1.88
Cl -7.75 8.82 1.37
H -8.98 7.16 0.23
H -9.61 7.47 1.87
C 13.42 -0.06 -5.53
Cl 14.59 -1.20 -6.21
Cl 13.67 0.15 -3.79
H 13.54 0.91 -6.03
H 12.41 -0.44 -5.70
C 14.22 -3.45 -3.03
Cl 15.39 -4.59 -3.70
Cl 14.47 -3.24 -1.29
H 14.34 -2.49 -3.52
H 13.21 -3.83 -3.20
C -10.11 -2.34 -2.15
Cl -10.14 -1.28 -0.73
Cl -8.95 -3.65 -1.94
H -11.11 -2.76 -2.30
H -9.83 -1.75 -3.02

For the HOMO energy, the calculation gives -0.2965 Eh.

Atom charges from the Löwdin analysis, given in e for atoms 1 to 2: atom 1 (C): -0.16, atom 2 (C): -0.23

2.
Here is a cluster of 12 separate species, C43H74O36 in total from OMol25. Energies are from wB97M-V/def2-TZVPD.

Element x y z (Å)
C 12.85 14.23 13.26
C 14.10 14.50 12.41
O 13.54 14.49 11.10
C 12.23 14.93 11.21
O 11.62 15.32 10.28
O 11.86 14.89 12.48
H 12.91 14.70 14.24
H 12.55 13.20 13.46
H 14.85 13.73 12.59
H 14.68 15.42 12.53
C 14.56 12.58 18.64
C 14.05 14.00 19.01
O 14.36 14.71 17.81
C 14.90 13.96 16.84
O 15.19 14.34 15.75
O 15.05 12.71 17.29
H 13.73 11.90 18.50
H 15.32 12.21 19.32
H 14.60 14.41 19.85
H 12.97 13.99 19.15
C 18.64 11.50 11.96
C 18.02 10.14 11.58
O 19.18 9.32 11.44
C 20.16 9.85 12.17
O 21.18 9.29 12.42
O 19.75 11.02 12.71
H 17.91 12.01 12.59
H 18.92 12.10 11.11
H 17.58 10.20 10.58
H 17.28 9.74 12.28
C 18.32 12.39 15.93
C 18.33 10.95 16.47
C 19.53 10.09 16.02
O 19.91 9.38 17.19
C 19.28 9.90 18.29
O 19.39 9.51 19.40
O 18.44 10.87 17.87
H 17.46 12.91 16.36
H 18.20 12.37 14.85
H 19.23 12.90 16.26
H 17.40 10.46 16.17
H 20.38 10.61 15.59
H 19.14 9.30 15.37
C 18.76 12.62 5.60
C 20.17 13.11 5.86
C 20.25 14.54 6.48
O 20.78 14.35 7.79
C 21.05 13.05 8.01
O 21.44 12.58 9.03
O 20.77 12.34 6.90
H 18.83 11.60 5.23
H 18.39 13.16 4.73
H 18.10 12.64 6.47
H 20.71 12.99 4.92
H 19.24 14.93 6.49
H 20.99 15.10 5.92
C 19.49 18.34 8.78
C 20.17 18.86 10.04
C 20.64 17.73 11.02
O 21.86 18.30 11.50
C 22.29 19.26 10.68
O 23.39 19.74 10.67
O 21.33 19.62 9.83
H 19.09 19.21 8.26
H 18.76 17.64 9.18
H 20.27 17.84 8.20
H 19.45 19.52 10.52
H 20.72 16.73 10.59
H 19.85 17.65 11.76
C 14.50 10.86 9.77
O 14.86 11.39 11.07
C 14.33 10.81 12.12
O 13.68 9.81 12.16
O 14.77 11.48 13.20
C 14.60 10.80 14.46
H 14.81 11.62 9.05
H 13.44 10.66 9.75
H 15.16 10.01 9.62
H 15.19 11.26 15.24
H 14.89 9.76 14.34
H 13.55 10.96 14.72
C 21.32 15.98 16.42
O 21.12 15.69 15.05
C 21.83 14.73 14.47
O 22.77 14.15 14.95
O 21.29 14.55 13.27
C 21.84 13.62 12.35
H 21.51 17.05 16.52
H 22.22 15.46 16.77
H 20.49 15.67 17.04
H 22.63 13.01 12.77
H 22.06 14.13 11.41
H 21.02 12.93 12.14
C 16.28 17.68 17.58
C 16.24 17.45 19.07
O 14.91 17.17 19.47
C 14.75 16.96 20.80
O 15.61 16.56 21.53
O 13.55 17.42 21.14
C 13.42 17.75 22.53
H 17.30 17.80 17.21
H 15.86 18.64 17.27
H 15.74 16.91 17.03
H 16.63 18.33 19.59
H 16.91 16.63 19.35
H 14.28 18.34 22.82
H 13.44 16.88 23.19
H 12.54 18.37 22.64
C 15.99 17.32 8.36
C 14.56 17.28 8.90
O 13.80 18.24 8.19
C 12.48 18.31 8.28
O 11.75 17.37 8.48
O 12.11 19.53 7.91
C 10.76 19.83 7.60
H 15.98 17.35 7.27
H 16.59 16.54 8.82
H 16.44 18.22 8.76
H 14.56 17.49 9.97
H 14.14 16.28 8.72
H 10.55 20.87 7.36
H 10.16 19.54 8.47
H 10.51 19.18 6.76
C 19.85 21.86 16.07
C 19.08 20.55 16.04
O 18.57 20.31 14.73
C 19.11 19.30 14.02
O 19.94 18.53 14.39
O 18.60 19.18 12.81
C 17.54 20.02 12.35
H 19.28 22.69 15.65
H 20.82 21.90 15.55
H 20.12 22.19 17.07
H 18.21 20.66 16.67
H 19.73 19.76 16.41
H 17.35 19.69 11.32
H 17.91 21.04 12.25
H 16.59 19.75 12.81
C 16.97 13.91 9.87
C 18.23 14.63 10.34
O 18.38 14.59 11.75
C 17.86 15.53 12.49
O 17.19 16.46 12.08
O 18.10 15.24 13.76
C 17.58 16.05 14.79
H 16.84 12.91 10.27
H 17.04 13.74 8.79
H 16.06 14.51 9.97
H 18.28 15.65 9.97
H 19.12 14.15 9.93
H 18.32 16.68 15.29
H 17.34 15.39 15.62
H 16.72 16.64 14.47

As for the structure (SMILES): C[C@H]1COC(=O)O1.C[C@H]1COC(=O)O1.C[C@H]1COC(=O)O1.CCOC(=O)OC.CCOC(=O)OC.CCOC(=O)OC.CCOC(=O)OC.COC(=O)OC.COC(=O)OC.O=C1OCCO1.O=C1OCCO1.O=C1OCCO1. For the HOMO energy, the calculation gives -0.3803 Eh.

Atom charges from the Löwdin analysis, given in e for atoms 1 to 2: atom 1 (C): -0.10, atom 2 (C): -0.12

Number 1: largest force on an atom 12.5 eV Å⁻¹, orbital gap 7.5307 eV, LUMO -0.0198 hartree. Number 2: largest force on an atom 2.1 eV Å⁻¹, orbital gap 10.4243 eV, LUMO 0.0028 hartree.